No. 1
ORCA calculation (ωB97M-V/def2-TZVPD) on a molecular structure, C26H27AlN2O2S.

Geometry as XYZ:
```
59
C26H27AlN2O2S | the Open Molecules 2025 dataset | ωB97M-V/def2-TZVPD
Al -0.82 0.25 -0.36
C -3.39 3.23 1.95
C -2.40 2.79 0.86
C -3.02 2.93 -0.53
C -1.96 1.38 1.22
C -0.88 1.17 2.11
C -0.64 -0.06 2.69
C -1.41 -1.19 2.36
C -1.11 -2.53 2.96
C -2.44 -1.02 1.44
C -2.74 0.24 0.90
H -3.68 4.27 1.77
H -2.95 3.17 2.95
H -4.29 2.62 1.92
H -1.52 3.43 0.92
H -3.99 2.44 -0.60
H -2.38 2.54 -1.32
H -3.17 3.99 -0.75
H -0.27 2.03 2.40
H 0.14 -0.16 3.44
H -0.25 -2.98 2.47
H -1.95 -3.21 2.86
H -0.87 -2.43 4.02
H -3.06 -1.86 1.16
H -3.62 0.35 0.27
C -0.80 -3.94 -7.28
C -0.90 -2.99 -6.13
C -1.52 -1.75 -6.28
C -1.70 -0.91 -5.20
C -1.20 -1.31 -3.96
C -0.55 -2.54 -3.78
C -0.41 -3.36 -4.87
S -1.60 -0.33 -2.60
O -2.93 0.17 -2.65
O -1.37 -1.19 -1.33
N -0.59 0.89 -2.19
C 0.79 0.73 -2.54
C 1.29 0.95 -3.79
C 2.66 0.80 -4.05
C 3.53 0.45 -3.06
C 3.04 0.22 -1.75
C 3.87 -0.15 -0.67
C 3.32 -0.41 0.56
C 1.94 -0.28 0.72
N 1.12 0.09 -0.26
C 1.66 0.34 -1.50
H -0.96 -3.44 -8.24
H -1.56 -4.72 -7.18
H 0.17 -4.44 -7.30
H -1.89 -1.45 -7.25
H -2.21 0.04 -5.31
H -0.19 -2.83 -2.80
H 0.09 -4.32 -4.75
H 0.61 1.26 -4.59
H 3.03 0.97 -5.06
H 4.59 0.36 -3.25
H 4.94 -0.24 -0.83
H 3.92 -0.70 1.40
H 1.49 -0.50 1.68
```

## Properties
Spin multiplicity: 1
Max |F| (hartree/bohr): 0.01740
Gap between HOMO and LUMO (eV): 8.0784
E (eV): -51896.063
Total charge: +2
LUMO energy (eV): -6.729
HOMO (eV): -14.8

How positive or negative is each atom? The Löwdin charges in e answer that: atom 1 (Al): 0.401, atom 2 (C): -0.026, atom 3 (C): -0.362, atom 4 (C): -0.044, atom 5 (C): -0.253, atom 6 (C): -0.004, atom 7 (C): -0.016, atom 8 (C): -0.223, atom 9 (C): 0.000, atom 10 (C): 0.016, atom 11 (C): -0.027, atom 12 (H): 0.099, atom 13 (H): 0.093, atom 14 (H): 0.099, atom 15 (H): 0.147, atom 16 (H): 0.097, atom 17 (H): 0.055, atom 18 (H): 0.103, atom 19 (H): 0.152, atom 20 (H): 0.142, atom 21 (H): 0.102, atom 22 (H): 0.098, atom 23 (H): 0.103, atom 24 (H): 0.151, atom 25 (H): 0.152, atom 26 (C): -0.020, atom 27 (C): -0.223, atom 28 (C): 0.002, atom 29 (C): -0.030, atom 30 (C): -0.310, atom 31 (C): -0.028, atom 32 (C): -0.003, atom 33 (S): 0.801, atom 34 (O): -0.218, atom 35 (O): -0.214, atom 36 (N): -0.082, atom 37 (C): -0.236, atom 38 (C): 0.031, atom 39 (C): -0.014, atom 40 (C): 0.012, atom 41 (C): -0.121, atom 42 (C): 0.063, atom 43 (C): 0.005, atom 44 (C): -0.040, atom 45 (N): 0.104, atom 46 (C): -0.110, atom 47 (H): 0.089, atom 48 (H): 0.104, atom 49 (H): 0.093, atom 50 (H): 0.131, atom 51 (H): 0.132, atom 52 (H): 0.120, atom 53 (H): 0.131, atom 54 (H): 0.135, atom 55 (H): 0.128, atom 56 (H): 0.134, atom 57 (H): 0.144, atom 58 (H): 0.130, atom 59 (H): 0.106


No. 2
ORCA calculation (ωB97M-V/def2-TZVPD) on a molecular structure, C22H16FN6PdSe at a distorted geometry.

Geometry as XYZ:
```
47
C22H16FN6PdSe | the Open Molecules 2025 dataset | ωB97M-V/def2-TZVPD
Pd 0.02 0.43 0.08
Se 2.98 -5.30 -4.28
N 1.40 -4.99 -3.60
C 1.42 -3.85 -2.93
C 0.30 -3.31 -2.21
C -0.93 -3.95 -2.12
C -1.94 -3.36 -1.38
C -1.69 -2.14 -0.75
N -0.52 -1.54 -0.80
C 0.48 -2.09 -1.52
C 1.76 -1.40 -1.55
N 1.86 -0.23 -0.88
C 3.02 0.40 -0.84
C 4.16 -0.08 -1.47
C 4.08 -1.26 -2.18
C 2.86 -1.94 -2.24
C 2.68 -3.18 -2.94
N 3.63 -3.81 -3.61
H -1.07 -4.89 -2.62
H -2.90 -3.83 -1.28
H -2.46 -1.65 -0.17
H 3.05 1.33 -0.28
H 5.09 0.46 -1.39
H 4.94 -1.68 -2.69
N -0.66 -0.03 4.43
C 0.70 -0.03 4.39
C 1.04 -0.19 3.08
N -0.09 -0.28 2.32
C -1.10 -0.18 3.17
H -1.23 0.06 5.26
H 1.30 0.07 5.27
H 2.02 -0.26 2.63
H -2.13 -0.23 2.90
F 3.02 4.46 1.65
C 2.01 3.85 1.01
C 2.06 3.75 -0.38
C 1.03 3.14 -1.06
C -0.10 2.61 -0.35
C -1.16 1.93 -1.00
C -0.11 2.74 1.08
C 0.93 3.36 1.74
H 2.91 4.15 -0.91
H 1.04 3.08 -2.13
H -1.19 1.91 -2.08
H -2.11 1.83 -0.48
H -1.01 2.48 1.62
H 0.93 3.49 2.81
```

## Properties
Energy above the lowest of the compared OMol25 structures with the same formula, charge and spin (kJ/mol): 131.2
Spin multiplicity: 1
Max |F| (hartree/bohr): 0.04227
Gap between HOMO and LUMO (alpha / beta) (eV): 7.0015 / 7.0040
E (eV): -103552.182
Total charge: +1
LUMO energy (alpha / beta) (eV): -3.524 / -3.502
HOMO (alpha / beta) (eV): -10.5 / -10.5

How positive or negative is each atom? The Löwdin charges in e answer that: atom 1 (Pd): 0.747, atom 2 (Se): 1.181, atom 3 (N): -0.240, atom 4 (C): -0.327, atom 5 (C): -0.077, atom 6 (C): 0.029, atom 7 (C): -0.020, atom 8 (C): -0.102, atom 9 (N): 0.035, atom 10 (C): -0.127, atom 11 (C): -0.130, atom 12 (N): 0.022, atom 13 (C): -0.108, atom 14 (C): -0.017, atom 15 (C): 0.027, atom 16 (C): -0.078, atom 17 (C): -0.327, atom 18 (N): -0.238, atom 19 (H): 0.124, atom 20 (H): 0.114, atom 21 (H): 0.116, atom 22 (H): 0.099, atom 23 (H): 0.113, atom 24 (H): 0.123, atom 25 (N): 0.070, atom 26 (C): -0.087, atom 27 (C): -0.147, atom 28 (N): -0.025, atom 29 (C): -0.194, atom 30 (H): 0.163, atom 31 (H): 0.115, atom 32 (H): 0.100, atom 33 (H): 0.124, atom 34 (F): 0.090, atom 35 (C): -0.253, atom 36 (C): -0.009, atom 37 (C): -0.022, atom 38 (C): -0.413, atom 39 (C): -0.028, atom 40 (C): -0.074, atom 41 (C): 0.005, atom 42 (H): 0.130, atom 43 (H): 0.128, atom 44 (H): 0.074, atom 45 (H): 0.068, atom 46 (H): 0.116, atom 47 (H): 0.127